Record 1
A molecular structure, C30H40N2O5P2Y. Source: OMol25; level of theory: the ωB97M-V functional and the def2-TZVPD basis.

Structure (XYZ):
```
80
Properties=species:S:1:pos:R:3:lowdin_charge:R:1
Y 0.670 -0.205 1.298 1.36
O 0.494 1.872 2.385 -0.10
C -0.730 1.880 2.035 -0.69
O -1.409 0.819 2.023 -0.09
C -1.316 3.107 1.419 -0.15
C -1.945 4.124 2.119 -0.01
C -2.488 5.193 1.426 -0.06
C -2.405 5.248 0.040 -0.06
C -1.768 4.235 -0.658 -0.06
C -1.216 3.154 0.025 -0.28
P -0.292 1.802 -0.805 1.11
C -1.514 1.097 -1.963 -0.37
C -2.833 0.909 -1.549 -0.09
C -3.750 0.301 -2.395 -0.08
C -3.361 -0.115 -3.661 -0.09
C -2.046 0.055 -4.073 -0.09
C -1.120 0.645 -3.224 -0.10
C 0.905 2.688 -1.849 -0.35
C 0.565 3.395 -3.002 -0.10
C 1.535 4.106 -3.689 -0.07
C 2.846 4.119 -3.230 -0.07
C 3.193 3.414 -2.088 -0.07
C 2.225 2.694 -1.401 -0.09
H -2.015 4.079 3.199 0.12
H -2.981 5.987 1.971 0.11
H -2.833 6.084 -0.497 0.11
H -1.693 4.283 -1.736 0.10
H -3.139 1.251 -0.567 0.11
H -4.774 0.168 -2.070 0.11
H -4.084 -0.568 -4.328 0.11
H -1.742 -0.269 -5.060 0.11
H -0.093 0.775 -3.542 0.11
H -0.453 3.377 -3.373 0.10
H 1.272 4.652 -4.585 0.11
H 3.599 4.676 -3.771 0.11
H 4.217 3.417 -1.738 0.11
H 2.479 2.116 -0.522 0.07
O -2.023 -2.533 3.035 0.13
C -1.089 -2.013 2.698 0.00
C 3.732 -0.244 -0.002 -0.23
O 2.342 -0.309 0.118 -0.49
H 4.021 -0.167 -1.056 0.07
H 4.217 -1.140 0.406 0.07
H 4.157 0.621 0.522 0.07
C 2.856 1.203 4.656 -0.15
P 2.025 -0.376 4.555 0.58
C 2.994 -1.559 5.485 -0.16
C 0.444 -0.200 5.379 -0.15
O 1.867 -0.838 3.116 -0.47
H 2.963 1.529 5.690 0.07
H 2.265 1.926 4.092 0.05
H 3.840 1.100 4.198 0.07
H 3.091 -1.236 6.522 0.07
H 3.980 -1.635 5.030 0.07
H 2.505 -2.532 5.447 0.06
H 0.581 0.204 6.382 0.07
H -0.041 -1.175 5.442 0.06
H -0.174 0.481 4.792 0.05
C -3.029 -3.422 -1.298 -0.05
C -1.831 -3.101 -2.188 -0.19
N -0.546 -3.544 -1.650 -0.07
C 0.043 -4.748 -2.238 -0.20
C -0.590 -6.038 -1.730 -0.06
C 0.018 -2.886 -0.627 -0.40
C 1.294 -3.417 -0.031 0.00
N -0.479 -1.790 -0.119 0.03
H -3.932 -3.013 -1.752 0.08
H -2.928 -2.988 -0.302 0.07
H -3.160 -4.497 -1.183 0.07
H -1.785 -2.027 -2.388 0.09
H -1.958 -3.589 -3.154 0.13
H 1.113 -4.756 -2.049 0.11
H -0.077 -4.676 -3.319 0.12
H -0.505 -6.111 -0.645 0.08
H -0.091 -6.900 -2.173 0.08
H -1.646 -6.091 -1.996 0.07
H 2.133 -3.187 -0.689 0.10
H 1.257 -4.490 0.142 0.09
H 1.465 -2.919 0.922 0.06
H -1.318 -1.482 -0.601 0.04
```

Its largest force on an atom is 0.56 eV/A. The calculation puts the relative energy (zero: lowest compared OMol25 entry of this formula, charge and spin) at 0.0 kcal per mole. As for the total charge: +1. The lowest unoccupied orbital energy comes out at -0.06456 Eh. As for the multiplicity: 1. For the highest occupied orbital energy, the calculation gives -10.928 eV.


Record 2
A molecular structure, C30H40N4P2Pd. Source: OMol25; level of theory: the ωB97M-V functional and the def2-TZVPD basis.

Structure (XYZ):
```
77
Properties=species:S:1:pos:R:3:lowdin_charge:R:1
Pd 1.215 -0.146 0.756 0.12
C -0.702 -1.623 -3.833 -0.14
C 0.350 -2.531 -3.196 -0.57
C -0.037 -3.995 -3.368 -0.13
P 0.667 -1.879 -1.461 1.06
C 1.786 -3.162 -0.726 -0.59
C 2.080 -2.743 0.710 -0.18
C 3.083 -3.220 -1.534 -0.15
C -0.945 -2.215 -0.662 -0.30
C -1.434 -3.484 -0.403 -0.08
C -2.670 -3.705 0.203 -0.31
C -3.142 -5.095 0.531 -0.09
C -3.409 -2.577 0.548 -0.08
C -2.951 -1.293 0.322 -0.04
C -1.682 -1.054 -0.262 -0.32
N -1.047 0.126 -0.386 -0.02
C -1.570 1.360 -0.357 -0.31
C -2.896 1.691 -0.738 -0.05
C -3.331 2.998 -0.827 -0.09
C -2.491 4.069 -0.541 -0.32
C -2.941 5.497 -0.682 -0.09
C -1.187 3.758 -0.154 -0.09
C -0.704 2.462 -0.032 -0.26
P 1.049 2.074 0.427 0.96
C 1.564 3.220 1.825 -0.54
C 0.953 4.597 2.061 -0.15
C 1.467 2.419 3.127 -0.17
C 1.983 2.760 -1.049 -0.56
C 1.522 2.000 -2.288 -0.15
C 1.974 4.262 -1.317 -0.13
H -0.832 -1.861 -4.894 0.06
H -0.430 -0.570 -3.738 0.06
H -1.666 -1.754 -3.335 0.07
H 1.301 -2.357 -3.714 0.08
H -1.014 -4.185 -2.921 0.06
H 0.683 -4.671 -2.900 0.06
H -0.101 -4.257 -4.431 0.06
H 1.336 -4.161 -0.714 0.09
H 2.474 -1.704 0.788 0.01
H 2.895 -3.349 1.126 0.08
H 1.216 -2.853 1.365 0.05
H 3.542 -2.228 -1.580 0.07
H 2.921 -3.568 -2.557 0.05
H 3.798 -3.898 -1.058 0.07
H -0.830 -4.347 -0.666 0.09
H -2.751 -5.828 -0.180 0.06
H -4.233 -5.163 0.505 0.06
H -2.821 -5.411 1.529 0.07
H -4.374 -2.702 1.035 0.10
H -3.543 -0.457 0.671 0.09
H -3.574 0.893 -1.014 0.09
H -4.356 3.188 -1.140 0.10
H -4.022 5.589 -0.543 0.06
H -2.708 5.914 -1.669 0.06
H -2.461 6.144 0.057 0.06
H -0.523 4.583 0.055 0.07
H 2.633 3.354 1.599 0.10
H -0.117 4.520 2.264 0.07
H 1.088 5.289 1.230 0.04
H 1.420 5.047 2.944 0.07
H 0.422 2.212 3.373 0.07
H 1.905 2.978 3.961 0.07
H 1.959 1.453 3.031 0.02
H 3.011 2.453 -0.823 0.09
H 0.494 2.278 -2.541 0.07
H 1.540 0.922 -2.114 0.02
H 2.160 2.244 -3.145 0.06
H 0.969 4.607 -1.571 0.06
H 2.620 4.491 -2.173 0.06
H 2.335 4.845 -0.469 0.05
N 0.460 -1.002 3.189 0.12
C 0.974 -1.335 4.172 -0.24
C 1.592 -1.747 5.367 -0.32
C 1.887 -0.807 6.367 -0.29
N 2.131 -0.045 7.206 0.07
C 1.894 -3.098 5.587 -0.30
N 2.138 -4.215 5.778 0.07
```

Its largest force on an atom is 0.50 eV/A. As for the total charge: -2. The lowest unoccupied orbital energy comes out at 0.16668 Eh. As for the multiplicity: 1. For the highest occupied orbital energy, the calculation gives -0.541 eV.


Record 3
10 unconnected molecules or ions with the total composition C30H40N8O6 at a distorted geometry. Source: OMol25; level of theory: the ωB97M-V functional and the def2-TZVPD basis.

Structure (XYZ):
```
84
Properties=species:S:1:pos:R:3:lowdin_charge:R:1
C 2.990 0.662 -4.219 -0.01
C 1.719 -0.166 -4.140 -0.26
C 1.635 -0.896 -2.837 -0.09
O 0.486 -0.322 -2.125 0.03
C -0.106 0.556 -2.954 -0.61
O -1.129 1.150 -2.694 0.11
O 0.513 0.669 -4.114 0.11
H 3.007 1.235 -5.128 0.08
H 3.857 0.020 -4.193 0.09
H 3.047 1.337 -3.357 0.08
H 1.777 -0.878 -4.967 0.16
H 2.466 -0.669 -2.190 0.10
H 1.505 -1.931 -2.877 0.08
C 4.053 -0.794 1.390 -0.01
C 4.736 -1.639 0.331 -0.31
C 4.640 -3.180 0.540 -0.08
O 4.470 -3.721 -0.786 0.07
C 4.144 -2.693 -1.597 -0.59
O 3.860 -2.781 -2.747 0.15
O 4.067 -1.538 -0.911 0.04
H 4.421 -1.121 2.342 0.08
H 2.994 -1.041 1.269 0.07
H 4.238 0.295 1.252 0.10
H 5.789 -1.434 0.292 0.14
H 3.903 -3.431 1.283 0.08
H 5.579 -3.539 0.857 0.12
C -4.191 2.059 -0.986 -0.08
C -3.647 3.323 -1.066 -0.06
C -3.189 3.898 0.109 -0.14
N -2.983 3.213 1.246 0.08
C -3.459 1.970 1.280 -0.16
C -4.132 1.395 0.222 -0.07
H -4.585 1.581 -1.817 0.08
H -3.838 3.883 -1.935 0.09
H -2.956 4.991 0.193 0.11
H -3.314 1.522 2.265 0.08
H -4.350 0.369 0.140 0.09
C 1.384 3.726 -1.455 -0.06
C 1.635 2.650 -0.596 -0.07
C 1.174 2.696 0.703 -0.17
N 0.395 3.646 1.185 0.07
C 0.302 4.751 0.449 -0.15
C 0.759 4.829 -0.885 -0.06
H 1.711 3.645 -2.479 0.10
H 2.181 1.747 -0.934 0.10
H 1.332 1.847 1.380 0.11
H -0.316 5.616 0.786 0.11
H 0.574 5.713 -1.416 0.08
C -4.566 0.012 4.851 -0.06
C -5.014 1.453 4.541 -0.27
N -5.560 2.470 4.446 0.11
H -5.207 -0.682 4.291 0.08
H -4.631 -0.126 5.936 0.08
H -3.531 -0.078 4.540 0.02
C 1.179 -4.770 -1.852 -0.06
C 1.271 -3.705 -0.874 -0.23
N 1.356 -2.928 0.011 0.21
H 1.595 -5.597 -1.381 0.06
H 1.823 -4.650 -2.732 0.09
H 0.151 -4.889 -2.261 0.07
C -1.263 3.767 4.199 -0.06
C -1.240 2.280 4.198 -0.25
N -1.384 1.137 4.191 0.13
H -2.087 4.128 3.652 0.04
H -0.328 4.021 3.684 0.06
H -1.154 4.243 5.184 0.08
C -1.037 -0.308 0.448 -0.06
C -1.863 -1.335 1.084 -0.26
N -2.554 -2.074 1.677 0.12
H -1.526 0.184 -0.372 0.06
H -0.125 -0.750 0.263 0.01
H -0.787 0.426 1.205 0.07
C 0.178 -4.168 3.059 -0.06
C 1.554 -4.492 2.984 -0.31
N 2.663 -4.737 2.919 0.14
H -0.274 -5.093 2.901 0.07
H -0.166 -3.480 2.291 0.05
H -0.030 -3.835 4.082 0.10
C -3.145 -1.270 -3.670 -0.04
C -2.076 -2.217 -3.247 -0.23
N -1.189 -2.921 -3.074 0.17
H -2.963 -1.087 -4.718 0.08
H -3.060 -0.381 -3.055 0.05
H -4.159 -1.769 -3.513 0.11
```

Its largest force on an atom is 3.76 eV/A. As for the total charge: 0. The lowest unoccupied orbital energy comes out at 0.02115 Eh. As for the multiplicity: 1. Its SMILES is C[C@H]1COC(=O)O1.C[C@H]1COC(=O)O1.c1ccncc1.c1ccncc1.CC#N.CC#N.CC#N.CC#N.CC#N.CC#N. For the highest occupied orbital energy, the calculation gives -9.284 eV.


Record 4
A molecular structure, C30H40N9O3PSTi at a distorted geometry. Source: OMol25; level of theory: the ωB97M-V functional and the def2-TZVPD basis.

Structure (XYZ):
```
85
Properties=species:S:1:pos:R:3:lowdin_charge:R:1
Ti 0.064 -1.223 0.354 0.77
C 0.408 -4.817 -3.853 -0.06
N 0.351 -4.348 -2.504 -0.14
C 0.007 -5.064 -1.389 -0.05
C 0.004 -4.185 -0.344 -0.11
N 0.343 -2.945 -0.789 -0.03
C 0.603 -3.061 -2.103 -0.41
P 0.655 -1.618 -3.243 1.07
C 1.827 -0.704 -2.097 -0.39
N 1.587 -0.456 -0.809 -0.04
C 2.505 0.460 -0.407 -0.11
C 3.305 0.792 -1.461 -0.04
N 2.866 0.064 -2.524 -0.13
C 3.425 0.043 -3.844 -0.05
C -0.774 -0.743 -2.625 -0.46
N -1.045 -0.554 -1.318 -0.07
C -2.304 -0.039 -1.268 -0.15
C -2.822 0.067 -2.522 -0.07
N -1.865 -0.394 -3.389 -0.16
C -1.960 -0.510 -4.808 -0.07
H 0.203 -5.885 -3.877 0.09
H -0.331 -4.287 -4.465 0.08
H 1.396 -4.634 -4.283 0.09
H -0.200 -6.115 -1.438 0.11
H -0.200 -4.369 0.699 0.12
H 2.532 0.823 0.604 0.11
H 4.118 1.484 -1.538 0.12
H 4.369 0.584 -3.844 0.09
H 3.599 -0.988 -4.156 0.09
H 2.743 0.507 -4.559 0.09
H -2.754 0.236 -0.329 0.11
H -3.776 0.405 -2.871 0.11
H -2.956 -0.212 -5.133 0.09
H -1.218 0.125 -5.302 0.08
H -1.771 -1.548 -5.110 0.07
O -1.571 -1.770 0.976 -0.29
N -2.422 -2.748 1.228 -0.16
C -3.255 -3.154 0.249 -0.03
C -4.285 -4.023 0.492 -0.07
C -4.473 -4.492 1.800 -0.08
C -3.584 -4.124 2.778 -0.11
C -2.506 -3.257 2.512 -0.73
S -1.361 -2.807 3.638 0.65
H -3.055 -2.720 -0.725 0.13
H -4.932 -4.331 -0.313 0.10
H -5.306 -5.135 2.034 0.10
H -3.676 -4.481 3.792 0.10
C 2.736 -1.251 3.235 -0.04
C 2.156 -2.310 2.280 -0.50
C 3.254 -2.872 1.358 -0.03
O 1.141 -1.781 1.528 -0.31
H 3.578 -1.650 3.793 0.08
H 1.962 -0.944 3.932 0.07
H 3.065 -0.381 2.668 0.07
H 1.749 -3.135 2.900 0.13
H 3.622 -2.077 0.710 0.07
H 2.838 -3.661 0.733 0.07
H 4.081 -3.273 1.939 0.07
C -1.090 6.139 3.020 -0.07
C -1.367 5.249 1.809 -0.21
N -0.275 5.240 0.864 -0.06
C -0.058 6.436 0.068 -0.20
C 1.184 7.208 0.501 -0.07
C 0.474 4.150 0.563 -0.42
O 1.300 4.168 -0.337 0.07
C 0.237 2.905 1.347 -0.12
C 0.373 2.823 2.746 0.00
C 0.098 1.592 3.343 -0.03
C -0.223 0.503 2.567 -0.10
N -0.243 0.547 1.205 -0.03
C -0.042 1.754 0.639 -0.06
H -1.899 6.037 3.739 0.08
H -1.015 7.184 2.729 0.07
H -0.161 5.843 3.499 0.07
H -2.270 5.607 1.297 0.12
H -1.551 4.224 2.138 0.11
H -0.948 7.063 0.144 0.12
H 0.071 6.124 -0.974 0.12
H 1.126 7.498 1.546 0.06
H 1.291 8.103 -0.107 0.07
H 2.058 6.580 0.358 0.07
H 0.690 3.674 3.327 0.11
H 0.133 1.492 4.418 0.11
H -0.476 -0.457 3.009 0.04
H -0.108 1.803 -0.445 0.13
```

Its largest force on an atom is 3.52 eV/A. The calculation puts the relative energy (zero: lowest compared OMol25 entry of this formula, charge and spin) at 28.5 kcal per mole. As for the total charge: 0. The lowest unoccupied orbital energy (spin up / spin down) comes out at 0.01510 / 0.01404 Eh. As for the multiplicity: 3. For the highest occupied orbital energy (spin up / spin down), the calculation gives -4.123 / -6.767 eV.


Record 5
A molecular structure, C30H41As2BrCoP2 at a distorted geometry. Source: OMol25; level of theory: the ωB97M-V functional and the def2-TZVPD basis.

Structure (XYZ):
```
77
Properties=species:S:1:pos:R:3:lowdin_charge:R:1
Co -0.757 -0.131 0.623 -0.19
C -0.018 3.047 1.880 -0.24
P -0.464 1.342 2.358 0.82
C 0.541 1.135 3.883 -0.24
C -2.159 1.570 3.024 -0.39
C -3.107 1.711 1.833 -0.38
P -2.897 0.314 0.640 0.84
C -3.765 0.979 -0.811 -0.23
C -4.076 -0.901 1.307 -0.23
H -0.263 3.768 2.662 0.05
H -0.527 3.307 0.951 0.03
H 1.056 3.080 1.684 0.03
H 0.026 1.538 4.756 0.05
H 1.493 1.653 3.761 0.03
H 0.760 0.081 4.059 0.02
H -2.208 2.434 3.691 0.08
H -2.409 0.682 3.612 0.08
H -2.885 2.629 1.281 0.08
H -4.151 1.761 2.150 0.09
H -4.714 1.425 -0.510 0.05
H -3.951 0.183 -1.534 0.05
H -3.129 1.723 -1.289 0.02
H -5.084 -0.483 1.328 0.05
H -3.771 -1.190 2.313 0.05
H -4.065 -1.802 0.695 0.04
C 1.872 -2.370 2.093 -0.28
As 1.593 -0.925 0.817 1.18
C 2.409 -1.861 -0.687 -0.28
C 3.031 0.301 1.374 -0.39
C 3.615 0.089 2.626 -0.14
C 4.570 0.955 3.134 -0.09
C 4.944 2.069 2.401 -0.08
C 4.368 2.292 1.160 -0.13
C 3.423 1.420 0.622 -0.41
As 2.801 1.686 -1.236 1.17
C 4.606 1.860 -2.009 -0.32
C 2.396 3.598 -1.171 -0.30
H 2.909 -2.704 2.053 0.04
H 1.214 -3.183 1.796 0.03
H 1.612 -2.084 3.110 0.02
H 3.457 -2.063 -0.465 0.03
H 2.322 -1.269 -1.594 -0.01
H 1.876 -2.802 -0.818 0.03
H 3.317 -0.760 3.226 0.08
H 5.016 0.761 4.101 0.10
H 5.686 2.756 2.787 0.10
H 4.671 3.165 0.595 0.08
H 5.203 2.620 -1.505 0.01
H 4.512 2.121 -3.063 0.02
H 5.117 0.901 -1.931 0.02
H 3.144 4.166 -0.617 0.02
H 1.414 3.740 -0.725 0.00
H 2.354 3.964 -2.197 0.03
Br -2.843 -6.080 2.876 0.70
C -2.145 -4.429 2.250 -0.71
C -1.663 -3.500 3.157 -0.14
C -1.177 -2.288 2.679 -0.17
C -1.144 -1.956 1.317 -0.34
C -1.631 -2.940 0.449 -0.15
C -2.128 -4.163 0.893 -0.15
H -1.669 -3.721 4.217 0.10
H -0.809 -1.577 3.414 0.08
H -1.623 -2.760 -0.623 0.10
H -2.510 -4.893 0.191 0.10
C -0.430 0.958 -0.994 -0.15
C -0.441 1.862 -1.816 -0.21
C -0.389 2.843 -2.858 -0.29
C -1.012 4.086 -2.707 -0.06
C -0.952 5.037 -3.713 -0.09
C -0.270 4.767 -4.892 -0.10
C 0.357 3.538 -5.053 -0.09
C 0.302 2.586 -4.047 -0.06
H -1.543 4.298 -1.787 0.11
H -1.442 5.993 -3.578 0.10
H -0.226 5.509 -5.679 0.10
H 0.890 3.319 -5.970 0.10
H 0.789 1.627 -4.169 0.11
```

Its largest force on an atom is 1.97 eV/A. The calculation puts the relative energy (zero: lowest compared OMol25 entry of this formula, charge and spin) at 15.0 kcal per mole. As for the total charge: 0. The lowest unoccupied orbital energy (spin up / spin down) comes out at 0.02137 / 0.02232 Eh. As for the multiplicity: 2. For the highest occupied orbital energy (spin up / spin down), the calculation gives -7.319 / -7.472 eV.


Q: Which formula does entry 1 have?
A: C30H40N2O5P2Y


Q: Among the records above, which one has the highest multiplicity?
A: C30H40N9O3PSTi


Q: Which of these has the highest multiplicity?
A: C30H40N9O3PSTi


Q: Which of these has the highest multiplicity?
A: C30H40N9O3PSTi